# 1
ORCA calculation (the ωB97M-V functional and the def2-TZVPD basis) on an isolated molecule of C20H25N3O3.

XYZ file:
```
51
Properties=species:S:1:pos:R:3:lowdin_charge:R:1
C -4.765 -1.948 1.656 -0.055
C -5.622 -0.950 0.885 -0.234
O -5.152 0.381 1.013 -0.035
C -3.922 0.753 0.563 -0.194
C -3.388 1.864 1.212 0.015
C -2.170 2.405 0.854 -0.016
C -1.433 1.810 -0.157 -0.156
C -0.139 2.413 -0.593 -0.420
O -0.066 3.571 -0.962 0.072
N 0.941 1.585 -0.606 -0.047
C 1.042 0.330 0.103 -0.120
C 2.016 0.477 1.282 -0.132
N 3.301 0.960 0.825 -0.082
C 4.267 0.044 0.499 -0.292
C 5.511 0.406 -0.047 -0.013
C 6.449 -0.577 -0.272 -0.081
C 6.153 -1.898 0.044 -0.089
C 4.907 -2.157 0.582 -0.151
N 3.992 -1.230 0.799 0.106
C 3.171 2.237 0.161 -0.122
C 2.222 2.106 -1.038 -0.107
C -1.957 0.711 -0.829 0.025
C -3.198 0.180 -0.505 -0.174
O -3.778 -0.860 -1.184 -0.076
C -3.048 -1.571 -2.163 -0.234
C -2.012 -2.517 -1.562 -0.054
H -4.681 -1.644 2.697 0.081
H -5.221 -2.933 1.610 0.078
H -3.767 -2.003 1.229 0.062
H -5.696 -1.241 -0.166 0.112
H -6.627 -0.908 1.314 0.123
H -3.973 2.297 2.007 0.122
H -1.785 3.276 1.360 0.120
H 0.062 0.029 0.470 0.116
H 1.429 -0.437 -0.580 0.131
H 2.164 -0.486 1.767 0.110
H 1.614 1.201 1.998 0.130
H 5.747 1.432 -0.278 0.095
H 7.412 -0.317 -0.689 0.105
H 6.866 -2.689 -0.122 0.093
H 4.609 -3.162 0.854 0.104
H 4.137 2.613 -0.167 0.108
H 2.748 2.950 0.877 0.134
H 2.046 3.078 -1.501 0.123
H 2.654 1.417 -1.773 0.133
H -1.387 0.297 -1.646 0.120
H -3.812 -2.149 -2.691 0.127
H -2.585 -0.883 -2.880 0.118
H -1.517 -3.066 -2.358 0.079
H -2.500 -3.226 -0.898 0.077
H -1.263 -1.970 -0.994 0.060
```

## Properties
- HOMO level: -7.9 eV
- Relative energy (zero: lowest compared OMol25 entry of this formula, charge and spin): 249.4 kJ/mol
- SMILES: CCOc1ccc(C(=O)N2CCN(c3ccccn3)CC2)cc1OCC
- Kohn-Sham gap: 8.58 eV

# 2
ORCA calculation (the ωB97M-V functional and the def2-TZVPD basis) on a structure of composition C20H25N4NiOS.

XYZ file:
```
52
Properties=species:S:1:pos:R:3:lowdin_spin:R:1
Ni -0.649 1.060 0.892 1.661
N 2.335 0.803 3.035 0.000
C 1.344 1.715 3.132 0.008
S -0.444 -0.833 2.386 0.026
N 0.495 2.492 3.202 0.011
N -0.475 2.865 0.246 0.109
C -1.471 3.483 -0.208 0.020
C -2.858 2.989 -0.428 0.006
C -3.790 3.888 -0.941 0.000
C -5.104 3.542 -1.209 0.000
C -5.497 2.229 -0.955 -0.001
C -4.601 1.311 -0.445 0.005
C -3.259 1.653 -0.153 0.005
O -2.481 0.740 0.353 0.082
H 1.883 -0.113 2.905 0.000
H 2.941 1.018 2.253 0.000
H -1.371 4.542 -0.531 0.007
H -3.450 4.902 -1.136 0.001
H -5.804 4.268 -1.602 0.000
H -6.518 1.920 -1.157 0.000
H -4.903 0.291 -0.241 0.000
C 3.624 -3.983 0.420 0.000
C 2.321 -3.232 0.508 0.001
C 1.182 -3.922 1.098 0.000
C 0.016 -3.295 1.290 0.001
C -1.155 -3.968 1.933 0.001
C -0.165 -1.867 0.893 0.002
C 0.955 -1.239 0.098 0.007
C 2.222 -1.975 0.042 0.001
N 0.701 -0.084 -0.404 0.040
C 1.514 0.617 -1.426 0.002
C 2.383 1.668 -0.735 0.000
C 0.492 1.281 -2.360 0.000
C 2.388 -0.278 -2.324 0.001
H 3.663 -4.802 1.138 0.000
H 4.474 -3.324 0.600 0.000
H 3.743 -4.412 -0.578 0.000
H 1.314 -4.948 1.421 0.000
H -0.919 -4.999 2.195 0.000
H -2.015 -3.960 1.258 0.000
H -1.453 -3.419 2.826 0.001
H -1.076 -1.778 0.292 0.000
H 3.103 -1.482 -0.337 0.000
H 1.767 2.332 -0.126 0.001
H 2.901 2.274 -1.483 0.000
H 3.143 1.177 -0.117 0.000
H -0.309 1.750 -1.798 0.000
H 0.062 0.531 -3.028 0.000
H 0.987 2.044 -2.965 0.000
H 3.387 -0.456 -1.926 0.000
H 2.514 0.230 -3.282 0.000
H 1.913 -1.241 -2.518 0.000
```

## Properties
- HOMO level (spin up / spin down): -3.7 / -4.0 eV
- Multiplicity: 3
- Total charge: -1
- Kohn-Sham gap (spin up / spin down): 6.23 / 6.52 eV

# 3
ORCA calculation (the ωB97M-V functional and the def2-TZVPD basis) on an isolated molecule of C20H25N5O3.

XYZ file:
```
53
Properties=species:S:1:pos:R:3:lowdin_charge:R:1
C 3.591 4.823 -0.528 -0.051
C 2.797 3.764 0.174 -0.280
C 3.419 2.810 0.967 -0.040
C 2.680 1.842 1.624 -0.049
C 1.298 1.813 1.508 -0.216
C 0.472 0.759 2.200 -0.066
N -0.286 -0.016 1.245 0.042
C 0.175 -0.884 0.312 -0.209
C 1.641 -1.205 0.222 -0.104
N 2.124 -2.219 -0.669 -0.165
C 2.132 -1.951 -2.094 -0.145
C 0.896 -2.499 -2.818 -0.201
O 0.733 -3.879 -2.557 -0.132
C 0.569 -4.101 -1.172 -0.202
C 1.794 -3.605 -0.392 -0.146
N -0.796 -1.367 -0.443 0.196
C -1.928 -0.787 0.008 -0.204
C -1.650 0.068 1.061 -0.063
C -2.667 0.809 1.737 -0.367
O -2.517 1.577 2.672 0.060
N -3.925 0.552 1.185 0.033
C -5.066 1.237 1.770 -0.006
C -4.236 -0.298 0.131 -0.440
O -5.380 -0.432 -0.247 0.080
N -3.190 -0.977 -0.458 0.014
C -3.436 -1.881 -1.561 0.003
C 0.670 2.771 0.721 -0.015
C 1.411 3.731 0.061 -0.033
H 3.529 5.760 0.024 0.085
H 3.199 4.999 -1.528 0.079
H 4.638 4.540 -0.603 0.075
H 4.494 2.819 1.069 0.111
H 3.184 1.106 2.235 0.113
H -0.256 1.231 2.867 0.128
H 1.114 0.091 2.783 0.130
H 2.161 -0.272 -0.034 0.127
H 1.971 -1.484 1.233 0.133
H 2.218 -0.877 -2.261 0.125
H 3.021 -2.446 -2.505 0.124
H 1.013 -2.407 -3.900 0.123
H 0.002 -1.955 -2.488 0.092
H 0.448 -5.179 -1.048 0.123
H -0.331 -3.580 -0.820 0.093
H 1.634 -3.734 0.679 0.123
H 2.661 -4.205 -0.694 0.124
H -4.693 1.865 2.576 0.086
H -5.778 0.508 2.154 0.100
H -5.561 1.843 1.013 0.099
H -3.071 -2.877 -1.309 0.095
H -4.509 -1.904 -1.737 0.090
H -2.916 -1.529 -2.452 0.097
H -0.407 2.764 0.634 0.117
H 0.910 4.470 -0.547 0.114
```

## Properties
- HOMO level: -8.2 eV
- Relative energy (zero: lowest compared OMol25 entry of this formula, charge and spin): 144.1 kJ/mol
- SMILES: Cc1ccc(Cn2c(CN3CCOCC3)nc3c2c(=O)n(C)c(=O)n3C)cc1
- Kohn-Sham gap: 8.77 eV

# 4
ORCA calculation (the ωB97M-V functional and the def2-TZVPD basis) on an isolated molecule of C20H25N5O3.

XYZ file:
```
53
Properties=species:S:1:pos:R:3:lowdin_charge:R:1
H 1.603 2.425 1.534 0.059
N 1.829 1.454 1.361 0.135
C 0.943 0.729 0.800 -0.280
C 1.196 -0.683 0.572 -0.038
C 2.557 -1.308 0.662 -0.467
O 2.765 -2.411 0.183 0.045
N 3.484 -0.589 1.316 0.060
C 4.866 -0.988 1.375 -0.180
C 5.763 -0.072 0.540 -0.157
C 5.386 -0.127 -0.945 -0.232
O 6.076 0.808 -1.745 -0.191
C 7.426 0.495 -1.977 -0.122
C 0.170 -1.506 0.235 0.079
C -1.149 -1.012 0.104 -0.048
C -2.241 -1.906 -0.121 -0.347
O -2.198 -3.115 -0.200 0.086
N -3.514 -1.246 -0.260 0.108
C -4.605 -2.031 -0.471 -0.021
C -5.842 -1.496 -0.606 -0.041
C -5.996 -0.097 -0.521 -0.012
C -4.916 0.710 -0.312 -0.182
C -5.034 2.195 -0.205 -0.034
C -3.617 0.125 -0.180 -0.187
N -2.584 0.908 0.012 0.161
C -1.361 0.372 0.156 -0.183
N -0.311 1.212 0.368 0.074
C -0.475 2.654 0.163 -0.362
C -1.314 3.286 1.271 -0.037
C -1.027 2.954 -1.229 -0.040
H 3.212 0.359 1.578 0.083
H 5.200 -0.972 2.418 0.118
H 4.918 -2.014 0.999 0.119
H 5.663 0.959 0.887 0.119
H 6.800 -0.382 0.676 0.107
H 4.330 0.129 -1.060 0.123
H 5.541 -1.146 -1.328 0.129
H 8.034 0.592 -1.070 0.080
H 7.782 1.206 -2.720 0.086
H 7.534 -0.524 -2.368 0.089
H 0.355 -2.558 0.079 0.137
H -4.387 -3.088 -0.516 0.132
H -6.694 -2.133 -0.773 0.108
H -6.981 0.335 -0.623 0.118
H -6.063 2.510 -0.357 0.081
H -4.397 2.677 -0.943 0.078
H -4.701 2.524 0.777 0.083
H 0.534 3.082 0.192 0.126
H -0.878 3.077 2.245 0.081
H -2.320 2.881 1.242 0.052
H -1.356 4.363 1.130 0.082
H -0.427 2.453 -1.986 0.089
H -2.055 2.622 -1.316 0.050
H -0.982 4.026 -1.405 0.083
```

## Properties
- HOMO level: -8.0 eV
- Relative energy (zero: lowest compared OMol25 entry of this formula, charge and spin): 155.7 kJ/mol
- SMILES: [H]/N=c1/c(C(=O)NCCCOC)cc2c(=O)n3cccc(C)c3nc2n1C(C)C
- Kohn-Sham gap: 7.57 eV